Molecular formula: C47H106F6N6O5
Method: DFT, wB97M-V/def2-TZVPD

XYZ file:
```
170
Properties=species:S:1:pos:R:3:lowdin_charge:R:1
C -11.278 -1.790 0.160 -0.09
C -11.011 -1.039 -1.152 -0.25
N -11.500 0.353 -1.193 -0.20
C -10.599 1.338 -0.518 -0.23
C -9.291 1.473 -1.335 -0.09
C -12.895 0.551 -0.826 -0.26
C -13.904 -0.104 -1.816 -0.07
H -11.049 -2.851 0.059 0.07
H -12.325 -1.756 0.462 0.06
H -10.679 -1.307 0.932 0.07
H -9.945 -1.191 -1.323 0.10
H -11.367 -1.589 -2.023 0.11
H -11.154 2.273 -0.443 0.10
H -10.396 1.072 0.519 0.10
H -8.642 2.264 -0.961 0.06
H -8.765 0.521 -1.259 0.05
H -9.437 1.735 -2.383 0.07
H -13.072 1.626 -0.842 0.10
H -12.971 0.243 0.217 0.10
H -14.859 0.402 -1.674 0.06
H -14.000 -1.173 -1.624 0.06
H -13.735 0.013 -2.886 0.07
C 3.795 2.185 -5.058 -0.08
C 4.202 3.629 -5.254 -0.27
N 4.342 4.376 -4.002 -0.20
C 5.161 5.578 -4.149 -0.25
C 6.633 5.173 -4.441 -0.09
C 3.052 4.681 -3.375 -0.23
C 2.080 5.446 -4.330 -0.08
H 3.352 1.912 -6.016 0.07
H 3.053 1.986 -4.285 0.07
H 4.686 1.564 -4.966 0.07
H 5.146 3.598 -5.798 0.10
H 3.488 4.137 -5.904 0.10
H 4.908 6.181 -5.021 0.10
H 5.132 6.219 -3.268 0.11
H 7.183 6.082 -4.686 0.07
H 7.165 4.735 -3.597 0.07
H 6.755 4.490 -5.281 0.05
H 3.336 5.349 -2.562 0.10
H 2.638 3.762 -2.960 0.10
H 1.747 4.859 -5.186 0.06
H 2.572 6.359 -4.665 0.07
H 1.114 5.637 -3.863 0.06
C 7.617 -3.664 -1.613 -0.07
C 7.055 -4.930 -0.878 -0.24
N 7.230 -6.203 -1.593 -0.17
C 8.631 -6.626 -1.622 -0.30
C 9.075 -7.041 -0.250 -0.10
C 6.693 -6.197 -3.013 -0.23
C 5.173 -5.881 -3.082 -0.10
H 7.451 -2.729 -1.077 0.07
H 7.167 -3.586 -2.603 0.05
H 8.672 -3.763 -1.867 0.06
H 7.384 -4.952 0.161 0.10
H 5.982 -4.788 -0.749 0.10
H 8.847 -7.417 -2.340 0.11
H 9.302 -5.829 -1.944 0.10
H 10.079 -7.465 -0.229 0.08
H 9.058 -6.145 0.371 0.06
H 8.306 -7.728 0.102 0.08
H 6.761 -7.220 -3.381 0.11
H 7.238 -5.498 -3.648 0.10
H 4.533 -6.471 -2.426 0.07
H 4.839 -6.070 -4.102 0.07
H 4.996 -4.820 -2.906 0.06
C 1.415 -0.375 1.317 -0.07
C 0.035 -1.031 1.078 -0.27
N -0.954 -0.011 0.871 -0.21
C -2.161 -0.551 0.151 -0.24
C -1.830 -0.624 -1.314 -0.10
C -1.227 0.887 1.998 -0.23
C -2.148 0.204 3.058 -0.08
H 1.891 0.008 0.415 0.07
H 2.019 -1.192 1.712 0.07
H 1.396 0.438 2.042 0.05
H 0.164 -1.687 0.217 0.11
H -0.324 -1.626 1.917 0.10
H -3.076 -0.019 0.414 0.11
H -2.329 -1.574 0.488 0.11
H -1.608 0.339 -1.774 0.07
H -2.659 -1.119 -1.819 0.07
H -0.946 -1.204 -1.576 0.06
H -0.370 1.331 2.503 0.09
H -1.661 1.786 1.560 0.11
H -3.155 -0.081 2.752 0.06
H -1.655 -0.709 3.392 0.06
H -2.316 0.870 3.905 0.06
C -6.375 -8.087 -1.277 -0.08
C -5.187 -7.497 -2.121 -0.27
N -4.427 -8.448 -2.890 -0.18
C -3.247 -7.754 -3.491 -0.23
C -3.442 -6.893 -4.775 -0.08
C -5.249 -9.211 -3.852 -0.27
C -4.453 -10.239 -4.560 -0.11
H -6.931 -7.376 -0.665 0.07
H -5.963 -8.978 -0.804 0.07
H -7.134 -8.518 -1.931 0.05
H -5.600 -6.755 -2.804 0.10
H -4.502 -7.039 -1.407 0.11
H -2.660 -7.234 -2.734 0.11
H -2.582 -8.560 -3.804 0.09
H -4.066 -7.432 -5.488 0.06
H -3.925 -5.945 -4.535 0.06
H -2.518 -6.599 -5.273 0.07
H -5.797 -8.552 -4.526 0.11
H -6.007 -9.800 -3.335 0.11
H -3.995 -10.987 -3.913 0.08
H -3.619 -9.881 -5.164 0.06
H -5.079 -10.781 -5.269 0.08
C 2.745 -0.486 8.955 -0.07
C 2.174 -0.975 10.347 -0.21
N 3.080 -1.801 11.168 -0.19
C 4.356 -1.220 11.496 -0.28
C 4.239 0.061 12.343 -0.08
C 3.311 -3.136 10.617 -0.29
C 2.092 -3.984 10.674 -0.10
H 1.970 0.004 8.366 0.07
H 3.136 -1.337 8.397 0.06
H 3.575 0.206 9.096 0.06
H 1.980 -0.051 10.892 0.09
H 1.210 -1.469 10.230 0.10
H 4.907 -1.993 12.031 0.11
H 4.947 -0.923 10.630 0.11
H 5.249 0.297 12.678 0.07
H 3.753 0.880 11.813 0.06
H 3.712 -0.142 13.276 0.07
H 4.087 -3.602 11.226 0.11
H 3.685 -3.081 9.595 0.11
H 1.257 -3.684 10.040 0.06
H 1.747 -3.934 11.707 0.08
H 2.275 -5.019 10.386 0.07
C 6.810 5.117 3.835 -0.07
C 6.866 5.385 2.369 -0.19
O 6.810 6.812 2.099 0.03
C 7.856 7.597 2.282 -0.37
O 8.996 7.237 2.633 0.12
C 7.573 9.058 2.034 -0.52
F 8.763 9.756 1.995 0.13
F 6.989 9.137 0.848 0.18
F 6.790 9.552 3.008 0.17
H 6.723 4.033 3.904 0.08
H 5.920 5.554 4.288 0.09
H 7.737 5.380 4.344 0.08
H 5.935 5.102 1.878 0.13
H 7.724 4.867 1.940 0.13
C -4.029 8.117 1.024 -0.06
C -3.748 8.076 2.533 -0.20
O -2.360 7.848 2.813 0.00
C -1.512 8.898 3.042 -0.31
O -1.846 10.082 2.974 0.13
C -0.036 8.463 3.310 -0.54
F 0.077 7.119 3.188 0.15
F 0.702 8.984 2.317 0.16
F 0.324 8.971 4.472 0.20
H -5.094 8.253 0.840 0.08
H -3.654 7.220 0.529 0.08
H -3.491 8.911 0.506 0.08
H -4.250 7.207 2.957 0.12
H -4.092 8.949 3.088 0.12
C -1.263 5.051 -10.245 -0.03
C -0.876 3.551 -10.066 -0.44
O 0.255 3.095 -10.287 0.04
C -1.913 2.715 -9.359 -0.04
H -0.429 5.659 -10.597 0.07
H -1.558 5.557 -9.326 0.07
H -2.120 5.152 -10.911 0.08
H -2.533 3.349 -8.726 0.08
H -1.465 1.871 -8.836 0.08
H -2.567 2.231 -10.085 0.08
```

Output
HOMO energy = -8.06 eV
Frontier orbital gap = 8.292 eV
Relative energy (zero: lowest compared OMol25 entry of this formula, charge and spin) = 0.0 kJ/mol